--- one ---
Density functional theory data (wB97M-V/def2-TZVPD) for C8H24N8O16 as an isolated structure.

```
56
Properties=species:S:1:pos:R:3:lowdin_charge:R:1
C 0.95130 -0.62454 -3.35897 0.070
N 1.57969 -0.89862 -2.02205 -0.381
O 2.14140 0.06944 -1.45843 0.072
O 1.48330 -2.04326 -1.66924 0.096
H 1.33329 -1.33899 -4.08818 0.122
H 1.09229 0.42252 -3.62710 0.126
H -0.11697 -0.79005 -3.21931 0.016
C 2.59196 -0.15274 1.99745 0.065
N 3.04848 -1.55629 1.70519 -0.318
O 2.31685 -2.53106 1.69759 -0.027
O 4.23730 -1.72583 1.42354 0.087
H 3.34282 0.61387 1.80611 0.114
H 2.28446 -0.12025 3.04267 0.087
H 1.81155 0.03615 1.26031 0.065
C -3.71314 1.17377 -0.70807 0.040
N -3.51210 2.34879 -1.56464 -0.333
O -4.36681 3.19003 -1.52123 0.102
O -2.32325 2.50295 -1.93524 -0.011
H -2.80375 0.57707 -0.63694 0.063
H -4.48513 0.58677 -1.20562 0.106
H -3.97180 1.53614 0.28686 0.120
C -1.80533 0.63833 -3.01151 -0.026
N -3.10243 -0.04731 -3.19432 -0.372
O -3.71059 0.18306 -4.21756 0.068
O -3.56074 -0.72761 -2.28187 0.010
H -1.11652 -0.15208 -3.30965 0.072
H -1.77902 0.91292 -1.95700 -0.129
H -1.80150 1.56567 -3.58433 0.123
C 0.65100 -1.18333 4.13241 0.100
N 0.38887 -0.09694 3.08181 -0.346
O 0.30811 -0.39876 1.91809 -0.118
O 0.49205 1.05163 3.44379 0.128
H 1.51134 -0.92086 4.74806 0.114
H 0.78460 -2.13616 3.62019 0.092
H -0.26078 -1.32753 4.71202 0.111
C 0.44724 -2.81862 0.82916 -0.019
N -0.41163 -3.14631 -0.35306 -0.350
O -0.29801 -4.28245 -0.86485 0.060
O -1.13964 -2.27293 -0.77888 0.076
H 1.19287 -2.13683 0.42016 0.061
H 0.97576 -3.67426 1.24946 0.118
H -0.14586 -2.37527 1.62902 0.108
C 1.97203 3.37375 1.96011 0.082
N 0.79680 3.06436 1.04086 -0.312
O -0.08809 3.91683 0.80887 0.106
O 0.79858 1.93652 0.56346 0.004
H 1.54031 3.81623 2.85785 0.106
H 2.51838 4.16275 1.44332 0.105
H 2.59543 2.48370 2.04549 0.071
C 0.28043 -0.22012 0.02969 -0.081
N -0.65440 0.11306 -1.00998 -0.110
O -1.42074 1.07044 -0.90106 0.002
O -0.58719 -0.64032 -2.01211 -0.193
H 0.91245 0.63334 0.27517 0.012
H 0.93680 -0.94483 -0.45207 0.051
H -0.14210 -0.69575 0.91476 -0.006
```

The LUMO energy comes out at -2.098 eV. The calculation puts the HOMO energy at -8.3 eV.

---

--- two ---
Density functional theory data (wB97M-V/def2-TZVPD) for a 8-piece molecular cluster, C8H24N8O16 overall.

```
56
Properties=species:S:1:pos:R:3:lowdin_charge:R:1
C -3.90166 -2.42184 -0.59723 0.040
N -3.74880 -3.38569 -1.76499 -0.447
O -2.81269 -4.10373 -1.64729 0.079
O -4.49809 -3.32837 -2.71706 0.053
H -4.63266 -2.84210 0.09351 0.097
H -4.19630 -1.41189 -0.88232 0.094
H -2.94085 -2.23868 -0.11619 0.069
C 2.93791 -0.17907 -4.80405 0.029
N 4.41461 -0.33472 -4.67696 -0.419
O 5.06271 0.65982 -4.27087 0.032
O 4.91436 -1.39577 -4.99262 0.077
H 2.47619 -0.73868 -5.61753 0.099
H 2.62815 0.86141 -4.90171 0.095
H 2.49752 -0.47176 -3.85090 0.078
C -1.69528 -2.45095 -4.65590 0.056
N -0.99930 -1.78473 -3.52851 -0.395
O -1.63424 -1.03543 -2.77611 0.045
O 0.21065 -1.94781 -3.37044 0.042
H -2.60507 -2.91914 -4.28016 0.079
H -1.04999 -3.22341 -5.07424 0.103
H -1.88450 -1.72950 -5.45076 0.108
C -0.84037 -3.72205 2.70066 0.041
N -1.84345 -4.68548 2.14143 -0.377
O -2.91759 -4.17226 1.82242 0.037
O -1.52136 -5.90409 1.91705 0.032
H -1.12035 -2.68789 2.50008 0.084
H 0.19520 -3.98978 2.49086 0.100
H -0.93874 -3.77493 3.78492 0.099
C -0.37912 1.19824 3.57914 0.040
N -1.10634 1.22501 4.89489 -0.437
O -1.34748 2.33017 5.37463 0.056
O -1.50290 0.17116 5.34891 0.056
H 0.52018 0.58721 3.65654 0.091
H -0.29047 2.19072 3.13729 0.082
H -1.09566 0.62366 2.99217 0.083
C 4.08030 2.98517 1.76474 0.054
N 3.19589 2.13102 2.59062 -0.441
O 3.31146 2.11201 3.78621 0.096
O 2.47445 1.34572 1.99135 0.020
H 3.40331 3.71350 1.31828 0.098
H 4.67839 2.43051 1.04173 0.105
H 4.72809 3.45098 2.50736 0.101
C -0.69145 4.82986 1.31379 0.032
N -0.04118 5.71680 2.30281 -0.456
O -0.69354 6.61120 2.80985 0.076
O 1.05836 5.35897 2.65204 0.051
H 0.05947 4.21949 0.81211 0.082
H -1.15548 5.41152 0.51727 0.102
H -1.38032 4.25551 1.93321 0.105
C 0.92760 0.29497 -0.90601 0.032
N -0.29855 0.46257 -0.07883 -0.381
O -0.84663 1.62002 0.03908 0.004
O -0.74884 -0.53339 0.44591 0.051
H 1.73107 0.98179 -0.63989 0.088
H 0.57166 0.35408 -1.93456 0.080
H 1.28152 -0.72006 -0.72561 0.101
```

The LUMO energy comes out at -0.785 eV. The calculation puts the HOMO energy at -11.1 eV. The SMILES is C[N+](=O)[O-].C[N+](=O)[O-].C[N+](=O)[O-].C[N+](=O)[O-].C[N+](=O)[O-].C[N+](=O)[O-].C[N+](=O)[O-].C[N+](=O)[O-].

---

Stability ranking, top entry: two; the second entry is 525.5 kcal/mol less favorable.

---

--- one ---
Density functional theory data (wB97M-V/def2-TZVPD) for C5H7N as an isolated structure.

```
13
Properties=species:S:1:pos:R:3:lowdin_charge:R:1
C -1.34926 -0.59402 0.71715 -0.087
C -1.12988 0.31665 -0.45121 -0.313
N -0.09328 1.33199 -0.27585 -0.056
C 0.76139 0.61118 -1.11759 -0.107
C 1.83546 0.01901 -0.48879 -0.175
C 2.88831 -0.40075 -0.09941 0.149
H -0.42018 -1.07234 1.03345 0.072
H -1.77250 -0.10920 1.60339 0.077
H -2.03987 -1.38389 0.42329 0.076
H -2.02441 0.78125 -0.84122 0.110
H 0.20616 1.44168 0.69516 0.114
H -0.69616 -0.17994 -1.38941 0.112
H 3.83422 -0.76164 0.19105 0.028
```

The LUMO energy comes out at -0.157 eV. The calculation puts the HOMO energy at -7.9 eV.

---

--- two ---
Density functional theory data (wB97M-V/def2-TZVPD) for the molecule C5H7N.

```
13
Properties=species:S:1:pos:R:3:lowdin_charge:R:1
C -0.21650 -0.97786 1.05368 -0.077
C 0.72113 -1.15915 0.13810 -0.061
C 0.63808 -0.07409 -0.92032 -0.236
C 0.68506 1.27257 -0.41062 -0.154
N -0.61531 0.67242 -0.58165 -0.059
C -1.21189 0.10003 0.57490 -0.201
H -0.27809 -1.57278 2.00356 0.111
H 1.47218 -1.94586 0.17392 0.100
H 0.88379 -0.31534 -1.90247 0.108
H 1.13166 1.45575 0.58486 0.124
H 0.91830 2.16111 -1.06480 0.120
H -1.34791 0.88273 1.33211 0.118
H -2.16809 -0.34158 0.32999 0.105
```

The LUMO energy comes out at 1.212 eV. The calculation puts the HOMO energy at -8.8 eV. The SMILES is C1=C[C@@H]2CN2C1.

---

--- three ---
Density functional theory data (wB97M-V/def2-TZVPD) for the molecule C5H7N.

```
13
Properties=species:S:1:pos:R:3:lowdin_charge:R:1
C 1.67941 0.31452 -0.49317 -0.032
C 0.25129 0.09226 -0.11947 -0.292
C -0.56858 -0.98479 0.56736 -0.180
N -1.82632 -0.77521 -0.19627 0.032
C -1.19117 0.56768 -0.26815 -0.167
C -0.52585 0.42543 1.07029 -0.082
H 2.31469 -0.02546 0.33399 0.082
H 1.97741 -0.23358 -1.39245 0.072
H 1.89281 1.37640 -0.65068 0.078
H -0.23972 -1.90484 1.03789 0.135
H -1.75570 -1.23409 -1.10903 0.091
H -1.61450 1.45112 -0.73616 0.132
H -0.36982 0.98634 1.97785 0.131
```

The LUMO energy comes out at 1.094 eV. The calculation puts the HOMO energy at -8.6 eV.

---

Stability ranking, top entry: two; the second entry is 43.7 kcal/mol less favorable.

---

--- one ---
Density functional theory data (wB97M-V/def2-TZVPD) for the molecule C5H7N.

```
13
Properties=species:S:1:pos:R:3:lowdin_charge:R:1
N -1.06040 2.26429 -2.16559 0.116
C -0.73892 1.58523 -1.27887 -0.240
C -0.19281 0.39286 -0.65633 -0.256
C 1.10425 0.23532 0.22178 -0.122
C 0.37980 -0.78770 1.13870 -0.174
C -0.90617 -0.65801 0.27638 -0.121
H -0.14468 0.23584 -1.81753 0.167
H 1.90717 -0.20792 -0.37092 0.103
H 1.50750 1.10990 0.75038 0.109
H 0.82684 -1.79058 1.16640 0.102
H 0.26109 -0.45674 2.17929 0.103
H -1.79973 -0.35915 0.84228 0.109
H -1.14392 -1.56335 -0.28598 0.103
```

The LUMO energy comes out at 0.786 eV. The calculation puts the HOMO energy at -10.4 eV. The SMILES is N#CC1CCC1.

---

--- two ---
Density functional theory data (wB97M-V/def2-TZVPD) for a 3-piece molecular cluster, C5H7N overall.

```
13
Properties=species:S:1:pos:R:3:lowdin_charge:R:1
C 0.47464 -1.70807 -0.78184 -0.150
C 0.11805 -0.47268 -0.86471 -0.108
C 1.47929 1.16478 0.59836 0.014
C 0.08105 1.84517 0.45867 -0.108
C 0.58380 0.46710 0.00386 -0.310
N 0.60102 -2.88651 -0.61966 0.208
H -0.56345 -0.12077 -1.64403 0.135
H -2.46220 -0.20278 0.68226 0.009
H 2.29796 1.09076 1.26092 0.076
H -3.27083 -0.39012 0.80488 0.032
H -0.55530 1.83203 1.32609 0.047
H -0.06987 2.80702 -0.21469 0.111
H 1.28583 -3.42593 -1.01011 0.044
```

The LUMO energy comes out at 0.833 eV. The calculation puts the HOMO energy at -8.3 eV.

---

--- three ---
Density functional theory data (wB97M-V/def2-TZVPD) for the molecule C5H7N.

```
13
Properties=species:S:1:pos:R:3:lowdin_charge:R:1
N 2.44963 -0.79968 0.86456 0.152
C 2.29516 0.35830 0.75385 -0.149
C 1.18841 0.17509 -0.44020 -0.183
C -0.15146 0.54276 0.11023 -0.336
C -1.04914 -0.50375 0.70675 -0.115
C -1.40016 0.11564 -0.61337 -0.118
H 1.15224 -0.82443 -0.90568 0.109
H 1.59577 0.86181 -1.16958 0.096
H -0.16131 1.51808 0.58329 0.135
H -1.63458 -0.23252 1.58017 0.101
H -0.69620 -1.53226 0.70925 0.106
H -1.30444 -0.49365 -1.50827 0.102
H -2.21670 0.82963 -0.65370 0.099
```

The LUMO energy comes out at 0.347 eV. The calculation puts the HOMO energy at -10.6 eV. The SMILES is N#CCC1CC1.

---

--- four ---
Density functional theory data (wB97M-V/def2-TZVPD) for the molecule C5H7N.

```
13
Properties=species:S:1:pos:R:3:lowdin_charge:R:1
C -1.92471 -0.18704 0.62427 -0.011
C -0.99355 0.23429 -0.23819 -0.131
C 0.42776 0.71194 0.16710 -0.361
C 1.54969 -0.27431 -0.07718 -0.080
C 0.10088 0.82620 1.56947 -0.217
N -0.68252 0.68452 2.40879 0.151
H -1.86945 -0.21215 1.66438 -0.005
H -2.99355 -0.25746 0.31801 0.081
H -1.21385 0.32635 -1.38718 0.139
H 0.78814 1.68110 -0.21090 0.146
H 1.14188 -1.30568 -0.27269 0.093
H 2.12219 -0.16106 0.88362 0.091
H 2.16912 -0.10253 -1.03616 0.102
```

The LUMO energy comes out at 0.821 eV. The calculation puts the HOMO energy at -9.8 eV. The SMILES is C=C[C@H](C)C#N.

---

Stability ranking, top entry: one; the second entry is 16.5 kcal/mol less favorable.

---

--- one ---
Density functional theory data (wB97M-V/def2-TZVPD) for the molecule C5H7N.

```
13
Properties=species:S:1:pos:R:3:lowdin_charge:R:1
C -1.53250 -0.65291 1.91202 0.118
C -0.49723 -0.65976 1.29553 -0.108
C 0.75320 -0.61724 0.56393 -0.299
N 1.46853 0.66393 0.48667 0.060
C 0.81423 0.15463 -0.71209 -0.330
C -0.44556 0.70206 -1.33932 -0.058
H -2.44736 -0.65495 2.46377 0.026
H 1.38712 -1.49310 0.68237 0.134
H 0.92888 1.38376 0.96212 0.101
H 1.54820 -0.19367 -1.43764 0.130
H -1.19493 0.97860 -0.59182 0.069
H -0.24524 1.56526 -1.98172 0.074
H -0.88330 -0.08340 -1.96763 0.084
```

The LUMO energy comes out at 1.132 eV. The calculation puts the HOMO energy at -9.3 eV. The SMILES is C#C[C@@H]1N[C@@H]1C.

---

--- two ---
Density functional theory data (wB97M-V/def2-TZVPD) for a 2-piece molecular cluster, C5H7N overall.

```
13
Properties=species:S:1:pos:R:3:lowdin_charge:R:1
C -2.54803 -0.86749 0.35071 -0.111
C -1.10154 -1.23815 0.55717 -0.160
C -0.18852 -0.38642 0.95045 -0.185
N 0.68427 0.44169 1.22277 0.119
H -3.18506 -1.32961 1.11364 0.070
H -2.68962 0.21549 0.40172 0.075
H -2.89926 -1.20939 -0.62825 0.070
H -0.78438 -2.26551 0.39796 0.104
H 0.84257 0.57580 2.22165 0.082
C 3.31407 1.66812 -2.11754 -0.020
C 2.62809 1.36204 -1.17735 -0.015
H 3.92228 1.94014 -2.95159 0.006
H 2.00513 1.09329 -0.34134 -0.036
```

The LUMO energy comes out at 0.856 eV. The calculation puts the HOMO energy at -9.1 eV. The SMILES is CC=C=N.C#C.

---

--- three ---
Density functional theory data (wB97M-V/def2-TZVPD) for the molecule C5H7N.

```
13
Properties=species:S:1:pos:R:3:lowdin_charge:R:1
C -2.66185 -0.05682 0.32546 0.042
C -1.48296 0.42760 -0.10154 -0.232
C -0.28380 -0.26059 0.33186 0.034
C 0.84780 -0.06025 -0.53473 -0.369
C 2.09924 0.26393 0.27355 -0.146
N 1.98678 -0.99490 -0.38290 0.015
H -1.47603 1.24260 -0.83641 0.098
H -3.61167 0.30480 -0.06306 0.062
H -2.67714 -0.86813 1.04893 0.062
H 0.79254 0.39400 -1.52837 0.131
H 1.99731 0.32321 1.35436 0.104
H 2.77846 0.97943 -0.18379 0.106
H 1.69130 -1.69487 0.29664 0.092
```

The LUMO energy comes out at -0.451 eV. The calculation puts the HOMO energy at -8.4 eV.

---

Stability ranking, top entry: one; the second entry is 15.4 kcal/mol less favorable.